A single CH3BrO molecule in a non-equilibrium geometry. Source: the OMol25 dataset; level of theory: ωB97M-V/def2-TZVPD.

Calculated values
expectation value of S² = 2.01
HOMO (spin up / spin down) = -8.8 / -10.2 eV
calculated total energy = -73171.4567 eV
energy relative to the best compared isomer or geometry (same formula, charge and spin) = 0.0 kcal per mole
multiplicity = 3

The geometry in XYZ format:
```
6
Properties=species:S:1:pos:R:3:forces:R:3:mulliken_spin:R:1
C 0.26337 -0.06676 0.29755 -3.59 1.04 3.74 0.031
O 0.42039 -0.54890 1.62024 -0.31 -0.23 -0.13 0.965
Br 2.39966 -1.21769 1.70513 1.55 -0.59 0.41 0.962
H -0.66977 0.52407 0.51341 0.81 0.02 -1.45 0.026
H 0.06626 -0.88245 -0.30115 -0.54 -1.79 -1.56 0.034
H 1.09735 0.44437 0.01042 2.07 1.55 -1.01 -0.018
```
Forces are in eV/Å.

2 unconnected molecules or ions with the total composition C5H8O2. Source: the OMol25 dataset; level of theory: ωB97M-V/def2-TZVPD.

Calculated values
HOMO = -8.9 eV
calculated total energy = -9407.8192 eV
energy relative to the best compared isomer or geometry (same formula, charge and spin) = 46.4 kcal per mole

The geometry in XYZ format:
```
15
Properties=species:S:1:pos:R:3:forces:R:3:lowdin_charge:R:1
C -0.89364 -1.14324 -0.49757 -0.05 -0.21 0.13 -0.104
C -0.02724 -0.35703 -1.44466 0.19 -0.02 -0.16 -0.164
C 1.26873 -0.08102 -1.28662 -0.37 0.08 -0.25 -0.231
O 1.95006 -0.39946 -0.14140 0.24 -0.11 0.13 -0.026
H -0.97463 -2.19482 -0.82236 0.09 0.32 0.06 0.079
H -0.49810 -1.14199 0.51851 0.08 -0.03 -0.08 0.060
H -1.92128 -0.76686 -0.43481 0.24 0.11 -0.16 0.071
H -0.47667 -0.03530 -2.38202 0.16 -0.07 0.12 0.095
H 1.86772 0.42034 -2.04941 -0.31 -0.05 0.13 0.115
H 2.87300 -0.13006 -0.22383 -0.24 -0.07 0.00 0.104
C -0.03288 1.74784 1.46632 -0.04 -0.07 0.01 0.008
C -0.26847 1.76003 2.75707 -0.19 -0.10 0.28 -0.261
O -0.48679 1.75167 3.90217 0.21 0.08 -0.71 0.156
H 0.66881 1.04254 1.04072 0.05 0.02 0.26 0.031
H -0.60777 2.35728 0.78544 -0.06 0.12 0.22 0.067
```
Forces are in eV/Å.

A molecular structure, C26H51CaCl3N2O3PSi in a non-equilibrium geometry. Source: the OMol25 dataset; level of theory: ωB97M-V/def2-TZVPD.

Calculated values
HOMO = 0.0 eV
calculated total energy = -110088.0363 eV
total charge = -1
energy relative to the best compared isomer or geometry (same formula, charge and spin) = 160.5 kcal per mole

The geometry in XYZ format:
```
88
Properties=species:S:1:pos:R:3:forces:R:3:lowdin_charge:R:1
C 5.87981 1.26836 -0.02687 0.65 0.12 0.22 -0.051
C 4.55839 1.57467 0.58081 -0.77 0.64 0.28 -0.232
H 6.64731 1.85693 0.50085 0.00 -0.38 -0.25 0.077
H 5.91113 1.57316 -1.08357 0.00 -0.21 0.26 0.088
H 6.11130 0.19733 0.05791 0.07 0.33 -0.13 0.081
C 4.26074 2.82552 0.95642 -0.59 -0.61 -0.02 -0.104
C 5.23758 3.93804 0.87338 0.33 0.67 0.08 -0.112
H 3.25762 3.10914 1.31483 0.63 -0.49 -0.06 0.098
H 5.56671 4.15684 -0.15685 -0.15 -0.01 0.29 0.084
H 6.13959 3.71379 1.45541 -0.03 0.09 -0.08 0.073
H 4.78452 4.83479 1.31020 0.26 0.01 -0.22 0.069
Ca -2.39365 1.10795 -2.92551 -1.55 -0.06 -0.59 0.665
Cl -1.21630 -0.35126 0.74709 0.54 -0.10 -0.59 0.344
Cl -1.92611 1.19615 -5.37510 -0.05 0.07 -0.47 -0.427
H -4.42659 -4.38472 -3.21757 -0.16 0.06 0.12 0.078
H -2.98998 -5.44827 -1.64100 0.14 0.22 0.08 0.075
C -3.68417 -3.64816 -3.51721 -0.18 -0.23 0.01 -0.062
C -2.16217 -4.79066 -1.92937 0.20 0.02 -0.02 -0.097
N -2.68055 -3.54791 -2.48018 0.36 -0.05 0.13 -0.180
H -4.15853 -2.68949 -3.68845 0.03 0.09 0.09 0.081
C -2.17622 -2.37126 -2.11219 -0.88 1.69 -0.50 -0.304
O -2.61635 -1.27128 -2.53810 0.62 -1.36 0.43 -0.219
H -1.54098 -4.57050 -1.05234 -0.23 -0.11 -0.18 0.072
H -1.35675 -2.41915 -1.37587 -0.22 0.07 -0.16 0.121
H -3.24630 -4.00418 -4.44741 0.20 0.05 -0.17 0.091
H -1.55068 -5.32368 -2.66925 -0.07 0.08 0.04 0.085
H 1.86117 3.09011 -2.24351 -0.32 0.00 -0.06 0.084
H 1.66859 4.45745 0.01900 -0.29 0.13 -0.24 0.074
C 1.04773 3.71294 -2.64428 0.16 0.17 0.01 -0.068
C 0.95221 5.05023 -0.57863 0.07 -0.32 0.29 -0.059
N 0.24044 4.21590 -1.54056 -0.34 0.15 0.04 -0.180
H 0.43783 3.12443 -3.32649 0.06 0.10 0.07 0.061
C -1.08667 4.02202 -1.40816 -0.49 -0.62 -0.84 -0.348
O -1.87049 3.52121 -2.24557 1.05 0.54 1.11 -0.167
H 0.22861 5.51984 0.09845 0.25 -0.06 -0.13 0.085
H -1.43950 4.33953 -0.40374 -0.09 0.07 -0.43 0.129
H 1.51900 4.56642 -3.14967 -0.20 -0.12 -0.10 0.089
H 1.52823 5.82710 -1.09999 -0.27 -0.11 0.04 0.090
O 3.37441 0.11909 -0.81607 -0.06 1.38 1.11 -0.210
C 3.57214 0.42908 0.57636 -0.52 -0.49 -0.75 -0.285
C 1.38047 1.69775 0.91128 -0.11 0.39 0.09 -0.130
C 2.30665 0.76595 1.36667 0.51 0.01 0.15 -0.180
H 1.33173 1.92231 -0.15258 0.11 0.04 0.24 0.046
C 0.56078 2.38519 1.81585 0.21 -0.71 0.21 -0.115
H 4.01416 -0.44836 1.07843 0.14 0.17 -0.07 0.131
C 2.29516 0.38004 2.71538 0.03 0.56 -0.26 -0.038
H -0.09489 3.17764 1.46085 0.00 -0.19 0.05 0.082
C 0.61067 2.06279 3.17778 0.45 0.25 -0.04 -0.126
C 1.47722 1.05249 3.62157 -0.21 -0.07 -0.03 -0.106
H 3.01923 -0.36481 3.05383 -0.23 0.20 0.02 0.110
H 0.03916 2.65433 3.90404 0.11 -0.38 -0.31 0.088
H 1.54423 0.79722 4.68336 -0.18 0.10 -0.35 0.095
Si 3.80581 -1.18448 -1.73161 -2.37 1.33 -0.24 0.454
Cl -0.38263 0.95320 -1.77914 2.38 -0.25 0.69 -0.049
C 2.44410 -0.98207 -3.07121 0.59 -1.10 -0.95 -0.174
C 3.23511 -2.51569 -0.51539 0.54 -0.91 -0.17 -0.153
C 5.46802 -0.83394 -2.54230 0.26 -1.01 -0.27 -0.176
H 1.46190 -1.28704 -2.68741 0.25 0.07 0.11 -0.002
H 2.61086 -1.58655 -4.02165 -0.09 0.65 1.03 0.040
H 2.32180 0.06683 -3.37277 0.21 -0.18 0.15 0.020
H 5.54774 0.21385 -2.87685 -0.24 -0.40 0.32 0.039
H 5.49229 -1.45740 -3.45045 0.09 0.16 0.11 0.025
H 6.35476 -1.11226 -1.96171 -0.12 0.21 -0.03 0.021
H 2.61540 -2.05100 0.27782 0.38 -0.06 -0.57 0.040
H 4.04042 -3.08541 -0.03044 -0.28 -0.03 -0.05 0.022
H 2.58073 -3.21979 -1.05431 0.29 0.05 0.21 0.026
C -3.80613 1.92837 0.61112 0.04 0.35 -0.32 -0.185
C -3.28284 1.50484 1.99097 -0.20 0.79 -0.04 -0.409
P -2.76240 -0.22911 2.03887 -1.27 -0.69 1.25 0.575
C -1.91048 -0.71289 3.54603 -0.23 -0.01 0.15 -0.440
C -2.88193 -0.89689 4.71478 0.05 -0.13 0.28 -0.259
C -3.93028 -1.43283 1.35818 0.15 0.14 0.23 -0.449
C -5.37457 -1.31835 1.85998 -0.28 -0.02 0.10 -0.281
H -2.98708 2.13194 -0.08864 -0.03 -0.15 0.16 0.029
H -4.39741 2.85256 0.66761 0.20 -0.23 0.14 0.071
H -4.46329 1.17786 0.15478 0.04 -0.05 0.09 0.045
H -2.41017 2.12143 2.27557 -0.09 -0.13 -0.09 0.060
H -4.06415 1.70243 2.74680 0.59 -0.46 -0.32 0.080
H -1.38349 -1.65181 3.29388 -0.19 0.16 0.05 0.051
H -1.12188 0.02483 3.78195 -0.36 -0.08 -0.19 0.059
H -3.53809 -1.77099 4.53783 0.24 0.56 0.16 0.052
H -2.29671 -1.07252 5.63232 -0.14 -0.03 -0.03 0.047
H -3.49236 0.01307 4.85953 0.18 -0.55 0.00 0.057
H -3.88756 -1.34865 0.25718 -0.09 0.07 -0.09 0.045
H -3.52531 -2.42742 1.61694 0.11 0.18 -0.04 0.041
H -5.83803 -0.35954 1.57641 0.20 -0.31 0.15 0.050
H -5.97467 -2.12287 1.40235 0.14 0.10 -0.03 0.035
H -5.44114 -1.44087 2.95309 0.08 0.16 -0.39 0.049
```
Forces are in eV/Å.

5 unconnected molecules or ions with the total composition C16H46N4O5 in a non-equilibrium geometry. Source: the OMol25 dataset; level of theory: ωB97M-V/def2-TZVPD.

Calculated values
HOMO = -9.1 eV
calculated total energy = -33531.1382 eV
energy relative to the best compared isomer or geometry (same formula, charge and spin) = 79.8 kcal per mole

The geometry in XYZ format:
```
71
Properties=species:S:1:pos:R:3:forces:R:3:lowdin_charge:R:1
C -6.50537 2.85092 -5.18817 1.68 1.59 2.14 -0.155
O -7.31053 1.76947 -5.14383 -2.42 -1.80 -0.72 -0.171
C -7.18704 0.89132 -6.22995 0.65 0.66 -0.42 -0.227
C -8.18084 -0.20710 -6.19528 -2.28 -0.95 -0.07 -0.440
C -9.64895 0.31923 -6.26158 0.39 0.48 -0.05 -0.057
N -8.10796 -1.15358 -5.10498 0.52 -0.09 1.06 0.036
H -5.80686 2.65282 -4.37518 0.89 0.45 -0.01 0.087
H -7.04519 3.72090 -4.81424 -0.20 0.27 -0.50 0.090
H -5.91315 3.09561 -6.06993 -0.45 -0.33 -0.45 0.095
H -7.36195 1.42060 -7.16663 0.13 0.33 -0.25 0.125
H -6.15171 0.55046 -6.23202 0.20 -0.52 -0.23 0.129
H -8.11968 -0.80540 -7.10434 0.56 0.12 -0.24 0.136
H -9.96436 0.88501 -5.38494 0.34 0.06 0.16 0.072
H -10.40486 -0.45622 -6.38556 0.40 -0.29 -0.09 0.072
H -9.71983 0.99627 -7.11286 -0.14 0.08 -0.07 0.071
H -8.11104 -0.63610 -4.23763 -0.62 0.34 0.35 0.069
H -7.19059 -1.56646 -5.01513 0.35 -0.39 -0.62 0.068
C 11.49752 2.63493 0.09111 0.37 -0.55 1.19 -0.095
O 10.56598 1.66445 0.57720 0.92 0.95 0.40 -0.196
C 9.36397 1.62458 -0.11317 -0.94 -1.44 -0.33 -0.214
C 8.58870 0.37036 0.46342 -0.70 -0.73 0.44 -0.369
C 9.16683 -1.04867 0.17441 0.94 0.77 -0.78 -0.070
N 7.11539 0.43287 0.21981 0.47 0.04 -0.61 0.016
H 11.97485 2.30916 -0.83308 -0.26 0.16 -0.28 0.087
H 12.27256 2.68458 0.85593 0.17 -0.26 -0.04 0.084
H 11.14270 3.66535 0.07023 -0.62 -0.08 -0.47 0.086
H 8.73958 2.51278 -0.01655 -0.11 0.17 0.61 0.116
H 9.60163 1.61273 -1.17688 -0.25 -0.65 -0.48 0.116
H 8.70367 0.45819 1.54377 -0.03 0.45 0.10 0.124
H 9.29778 -1.20279 -0.89666 -0.02 0.05 -0.23 0.068
H 8.62740 -1.92948 0.52269 -0.57 0.49 0.35 0.068
H 10.16216 -1.13609 0.61004 0.13 0.12 -0.01 0.067
H 6.91830 0.00073 -0.67154 0.23 0.43 -0.85 0.055
H 6.61844 -0.25589 0.76640 0.27 0.08 1.00 0.058
C -0.95542 3.28262 4.46039 -1.54 -1.01 1.30 -0.135
O 0.39837 2.92056 4.45462 0.54 1.31 -0.58 -0.173
C 1.02587 2.92292 5.72730 0.31 -2.05 0.34 -0.187
C 2.40806 2.25302 5.61769 0.35 -0.47 0.76 -0.447
C 3.13833 1.81595 6.92655 0.58 -0.26 -0.60 -0.056
N 3.33880 3.02046 4.86590 0.84 1.53 -0.98 0.021
H -1.31539 4.04877 5.14708 0.98 0.95 -0.04 0.082
H -1.52286 2.46996 4.91393 -0.15 -0.77 -0.12 0.076
H -1.46159 3.45003 3.50968 0.99 0.07 -0.38 0.087
H 1.02934 3.86093 6.28247 0.04 0.32 -0.41 0.133
H 0.51581 2.16308 6.31941 -0.64 0.17 0.53 0.117
H 2.32769 1.32450 5.05246 -1.05 -0.46 0.29 0.130
H 2.64067 1.11774 7.59956 -0.36 0.21 -0.18 0.073
H 3.71424 2.53687 7.50681 -0.85 0.81 0.04 0.073
H 3.99452 1.28020 6.51664 -0.01 -0.62 -0.02 0.063
H 3.09085 2.95851 3.88877 -0.13 0.34 -0.19 0.076
H 4.27360 2.64019 4.90662 0.09 -0.08 0.23 0.067
C -2.29101 -4.98019 -1.81644 0.04 0.29 -0.01 -0.103
O -2.52330 -3.56620 -1.93836 0.30 -1.04 0.48 -0.197
C -1.54600 -2.71966 -1.32349 0.13 -0.92 0.68 -0.174
C -1.35591 -2.82992 0.25964 -0.68 0.95 -0.36 -0.411
C -2.60390 -2.49333 1.09226 -0.76 -1.29 -1.41 -0.068
N -0.26835 -1.93013 0.69508 0.03 -0.16 -0.80 0.019
H -3.08260 -5.52251 -2.33350 -0.43 0.34 0.42 0.085
H -2.18826 -5.27643 -0.77251 -0.40 -0.10 0.07 0.075
H -1.40772 -5.38313 -2.31198 0.61 0.69 -0.21 0.080
H -0.55854 -2.98897 -1.69835 0.21 0.18 -0.32 0.114
H -1.85469 -1.75876 -1.73515 0.32 0.39 0.67 0.124
H -1.01180 -3.84647 0.45022 -0.15 -0.10 0.11 0.116
H -3.15093 -1.64832 0.67416 0.49 0.63 0.40 0.080
H -2.40651 -2.45412 2.16353 -0.02 0.27 -0.13 0.074
H -3.34763 -3.26916 0.91048 -0.08 -0.43 0.32 0.067
H -0.45300 -1.03371 0.26795 0.16 0.36 -0.13 0.063
H -0.41039 -1.75910 1.68030 0.22 -0.06 0.21 0.055
O -7.69430 -6.50835 2.92521 0.14 -0.04 0.18 -0.055
H -7.95496 -7.12415 2.24032 -0.04 -0.19 -0.16 0.027
H -8.15848 -5.69939 2.70991 -0.10 0.23 -0.02 0.027
```
Forces are in eV/Å.

A molecular structure, C13H16NO4PdS3 in a non-equilibrium geometry. Source: the OMol25 dataset; level of theory: ωB97M-V/def2-TZVPD.

Calculated values
expectation value of S² = 6.02
HOMO (spin up / spin down) = -19.3 / -19.8 eV
calculated total energy = -59373.8283 eV
total charge = +3
multiplicity = 5

The geometry in XYZ format:
```
38
Properties=species:S:1:pos:R:3:forces:R:3:mulliken_spin:R:1
Pd 0.05905 -0.02175 0.22810 0.42 0.56 1.23 1.254
O -1.49285 -0.42443 4.36541 -0.09 -0.04 0.69 0.008
C -0.83223 -0.33527 3.26769 0.21 0.03 -0.88 0.006
O -1.32034 -0.30381 2.13566 0.00 -0.03 0.02 0.057
C 0.66082 -0.29475 3.42292 0.57 0.00 0.24 0.004
C 1.39840 -0.29498 4.60357 -0.50 -0.01 -0.17 -0.002
C 2.78671 -0.29797 4.52025 0.42 0.00 0.01 0.003
C 3.43572 -0.32039 3.28538 -0.28 0.01 0.06 0.002
C 2.59520 -0.32472 2.18839 0.90 -0.05 0.20 0.162
N 1.30018 -0.29173 2.24659 -0.79 0.14 -1.28 0.116
C 3.18434 -0.44120 0.61258 -3.25 0.18 0.85 0.066
O 4.36388 -0.47009 0.57356 2.40 -0.05 0.19 0.634
O 2.23818 -0.47552 -0.17784 -0.17 -0.24 -0.92 0.191
H -2.46577 -0.48813 4.29180 0.22 0.06 -0.27 0.001
H 0.89220 -0.29008 5.56219 0.05 -0.03 -0.05 0.001
H 3.39176 -0.29770 5.42129 -0.11 0.01 -0.02 0.004
H 4.51168 -0.33350 3.17778 -0.02 -0.03 0.09 -0.001
C -2.66600 -1.33056 -2.48919 -0.08 -0.19 -0.24 -0.026
C -3.25843 -0.06063 -1.87983 0.24 0.21 0.32 0.054
S -2.27552 0.80123 -0.58646 0.45 0.20 -0.28 0.202
C -1.68204 2.29545 -1.46965 -0.10 -0.26 0.10 -0.013
C -0.67678 2.02228 -2.56738 0.30 0.16 0.15 0.017
S 0.89020 1.33386 -1.89842 -0.67 -0.23 0.09 0.293
C 1.15370 -0.08503 -3.01679 0.05 0.26 0.21 0.011
C 0.14352 -1.20091 -2.76496 -0.25 -0.01 0.25 -0.017
S -1.38927 -0.99826 -3.73899 0.26 -0.44 0.89 0.853
H -3.47401 -1.83879 -3.02609 0.11 -0.02 -0.08 0.015
H -2.27238 -2.00449 -1.72588 0.08 0.00 -0.15 0.008
H -4.17528 -0.34734 -1.35870 0.02 -0.02 -0.12 0.002
H -3.51632 0.67504 -2.64131 -0.08 0.05 0.05 0.005
H -1.24823 2.93165 -0.69278 -0.13 -0.01 -0.04 0.000
H -2.56082 2.80446 -1.87195 0.03 0.04 0.07 0.003
H -0.43122 2.97054 -3.05755 0.04 -0.16 -0.09 0.012
H -1.05831 1.34164 -3.33903 0.01 0.17 0.05 0.010
H 2.16218 -0.44215 -2.79636 -0.12 0.01 -0.03 0.002
H 1.13954 0.27273 -4.04751 0.09 0.07 0.01 0.009
H -0.09349 -1.27974 -1.67409 -0.07 -0.21 -1.04 0.006
H 0.58203 -2.15492 -3.08240 -0.14 -0.11 -0.14 0.047
```
Forces are in eV/Å.

A molecular structure, C4H4N2O2 in a non-equilibrium geometry. Source: the OMol25 dataset; level of theory: ωB97M-V/def2-TZVPD.

Calculated values
HOMO = -10.6 eV
calculated total energy = -11282.5410 eV
energy relative to the best compared isomer or geometry (same formula, charge and spin) = 138.3 kcal per mole

The geometry in XYZ format:
```
12
Properties=species:S:1:pos:R:3:forces:R:3:lowdin_charge:R:1
C -0.50585 0.41163 0.11672 1.63 -1.30 -0.49 -0.303
C 0.36193 -0.48837 1.01130 -0.44 0.39 3.41 -0.153
C 1.23614 -1.37519 0.15850 2.37 -0.13 -5.35 -0.195
C -1.90224 0.10112 -0.51172 -0.17 1.32 0.85 -0.169
H 1.91771 2.30565 -0.21411 -0.15 1.82 -1.27 0.080
H -0.30760 -1.12897 1.84805 2.01 1.84 -2.40 0.168
H 1.09382 0.50326 1.53625 -2.01 -3.87 -1.03 0.204
H -2.03004 0.83794 -1.60553 -0.20 -2.47 3.01 0.197
N 0.11348 1.41266 -0.35223 1.18 1.90 -0.84 0.076
N 1.84722 -1.71450 -0.84129 -3.30 1.39 5.99 0.126
O 1.47977 1.55555 0.12227 -2.40 -2.52 0.77 -0.073
O -2.67210 -0.59306 0.14538 1.48 1.64 -2.64 0.041
```
Forces are in eV/Å.